An isolated molecule of C17H21N3OS2, computed with wB97M-V/def2-TZVPD.

Summary:
E_HOMO = -8.15 eV
Orbital gap = 8.61 eV
SMILES = CCc1c(C(=O)NNC(=S)NCCc2ccccc2)csc1C
2S+1 = 1

```
44
Properties=species:S:1:pos:R:3:lowdin_charge:R:1
C -2.537 -1.925 -2.193 -0.079
C -2.813 -2.274 -0.728 -0.198
C -2.754 -1.070 0.167 -0.240
C -1.663 -0.719 1.026 -0.190
C -0.363 -1.399 1.212 -0.441
O 0.235 -1.416 2.266 0.093
N 0.167 -1.968 0.083 0.066
N 1.329 -2.731 0.121 -0.007
C 2.578 -2.161 0.192 -0.877
S 3.848 -3.131 0.589 0.637
N 2.688 -0.881 -0.194 0.015
C 3.896 -0.109 -0.053 -0.204
C 3.723 1.002 0.995 -0.123
C 2.691 1.989 0.530 -0.244
C 1.359 1.853 0.904 -0.050
C 0.398 2.722 0.416 -0.075
C 0.758 3.741 -0.449 -0.090
C 2.084 3.889 -0.822 -0.083
C 3.041 3.016 -0.339 -0.044
C -1.936 0.383 1.787 -0.365
S -3.470 1.048 1.453 1.073
C -3.800 -0.200 0.294 -0.525
C -5.109 -0.208 -0.415 -0.095
H -2.515 -2.829 -2.797 0.077
H -1.587 -1.406 -2.314 0.071
H -3.317 -1.274 -2.579 0.071
H -3.812 -2.713 -0.662 0.110
H -2.109 -3.030 -0.378 0.106
H -0.319 -1.940 -0.803 0.119
H 1.266 -3.613 0.621 0.124
H 1.837 -0.345 -0.310 0.123
H 4.688 -0.799 0.246 0.062
H 4.150 0.332 -1.023 0.125
H 3.419 0.549 1.940 0.125
H 4.684 1.495 1.136 0.119
H 1.078 1.068 1.593 0.099
H -0.635 2.607 0.711 0.083
H 0.009 4.421 -0.826 0.101
H 2.371 4.687 -1.491 0.102
H 4.075 3.133 -0.632 0.114
H -1.297 0.830 2.522 0.082
H -5.849 0.347 0.156 0.070
H -5.466 -1.227 -0.555 0.080
H -5.021 0.258 -1.397 0.083
```

***

C17H21N4O5PtS2 as an isolated structure, computed with wB97M-V/def2-TZVPD.

Summary:
E_HOMO (alpha / beta) = -14.40 / -14.39 eV
⟨S²⟩ = 0.76
Orbital gap (alpha / beta) = 6.70 / 6.02 eV
2S+1 = 2
Total charge = +2

```
50
Properties=species:S:1:pos:R:3:lowdin_spin:R:1
Pt -1.509 -0.580 0.543 0.513
S -4.249 -2.279 -0.434 0.008
C -3.081 -1.572 0.189 0.023
O 1.970 -0.915 4.299 0.001
C 1.474 -1.623 3.298 0.000
C 2.301 -2.601 2.711 0.002
C 1.857 -3.392 1.671 0.001
C 0.573 -3.236 1.155 0.000
C -0.249 -2.285 1.743 0.003
C 0.180 -1.450 2.792 0.006
C -0.701 -0.390 3.369 0.014
O -0.423 0.179 4.403 0.033
O -1.791 -0.108 2.686 0.321
H 1.264 -0.335 4.662 0.001
H 3.295 -2.731 3.120 0.000
H 2.509 -4.159 1.272 0.000
H 0.206 -3.874 0.364 0.000
H -1.320 -2.393 1.497 0.001
C -3.839 3.171 -3.769 0.000
C -2.737 3.501 -2.762 0.000
C -2.854 2.689 -1.515 0.001
N -2.079 1.715 -1.202 0.009
N -2.449 1.141 -0.016 0.017
C -3.513 1.664 0.579 0.001
N -4.018 1.271 1.741 -0.001
S -4.128 2.981 -0.353 0.001
H -3.707 3.762 -4.672 0.000
H -4.829 3.398 -3.370 0.000
H -3.814 2.117 -4.045 0.000
H -2.768 4.560 -2.497 0.000
H -1.750 3.301 -3.177 0.000
H -3.447 0.700 2.360 -0.001
H -4.801 1.765 2.138 0.000
O 0.275 0.361 0.261 0.004
C 0.856 -0.152 -0.761 0.008
O 0.413 -1.064 -1.451 0.035
C 2.172 0.532 -1.131 0.000
N 2.714 -0.226 -2.322 0.001
C 4.022 -0.879 -1.913 0.000
C 3.950 -0.898 -0.395 0.000
C 3.262 0.427 -0.065 0.000
H 1.940 1.555 -1.424 0.000
H 2.830 0.367 -3.141 0.000
H 1.985 -0.927 -2.536 0.000
H 4.826 -0.239 -2.269 0.000
H 4.095 -1.849 -2.397 0.000
H 4.942 -0.978 0.043 0.000
H 3.355 -1.744 -0.049 0.000
H 3.961 1.257 -0.162 0.000
H 2.829 0.465 0.932 0.000
```

***

An isolated molecule of C17H21N5O2S in a non-equilibrium geometry, computed with wB97M-V/def2-TZVPD.

Summary:
E_HOMO = -8.51 eV
Orbital gap = 8.04 eV
SMILES = C[N+](C)([O-])c1ccnc2sc3c(=O)n(N4CCCCCC4)cnc3c12
2S+1 = 1

```
46
Properties=species:S:1:pos:R:3:lowdin_charge:R:1
C 2.938 3.157 -0.428 -0.001
N 2.922 2.722 -1.882 -0.439
C 1.523 2.696 -2.520 0.024
O 3.659 3.677 -2.412 -0.212
C 3.442 1.274 -2.054 -0.071
C 4.498 1.132 -2.919 0.027
C 5.061 -0.166 -3.127 -0.100
N 4.632 -1.253 -2.512 0.066
C 3.590 -1.083 -1.639 -0.492
S 2.932 -2.440 -0.692 1.120
C 1.609 -1.459 -0.084 -0.382
C 0.474 -1.861 0.623 -0.411
O 0.265 -3.117 0.754 0.005
N -0.447 -0.883 0.906 0.031
N -1.804 -1.194 1.309 -0.088
C -2.682 -1.723 0.208 -0.167
C -3.956 -0.944 0.192 -0.174
C -4.781 -1.290 1.510 -0.163
C -4.250 -0.487 2.736 -0.202
C -3.193 -1.348 3.437 -0.196
C -1.994 -1.853 2.640 -0.144
C -0.137 0.473 0.726 -0.042
N 0.823 0.759 -0.108 0.084
C 1.768 -0.160 -0.470 -0.232
C 2.931 0.101 -1.379 -0.088
H 4.019 3.238 -0.206 0.106
H 2.336 4.167 -0.305 0.141
H 2.496 2.370 0.197 0.056
H 1.080 3.667 -2.233 0.098
H 1.598 2.684 -3.592 0.094
H 0.874 1.952 -2.062 0.065
H 4.847 1.983 -3.471 0.108
H 5.809 -0.377 -3.855 0.102
H -2.067 -1.510 -0.711 0.141
H -2.773 -2.812 0.379 0.126
H -3.718 0.098 0.172 0.093
H -4.469 -1.219 -0.748 0.116
H -4.801 -2.370 1.602 0.113
H -5.685 -0.809 1.501 0.063
H -3.854 0.459 2.297 0.112
H -5.079 -0.165 3.385 0.109
H -3.615 -2.204 3.877 0.086
H -2.938 -0.621 4.312 0.133
H -2.127 -2.870 2.374 0.088
H -1.048 -1.766 3.277 0.149
H -0.705 1.381 0.993 0.147
```

***

An isolated molecule of C17H21N5O4S in a non-equilibrium geometry, computed with wB97M-V/def2-TZVPD.

Summary:
E_HOMO = -8.01 eV
Orbital gap = 8.07 eV
SMILES = CS(=O)(=O)N1CCN(c2ccc([N+](=O)[O-])c(NCc3cccnc3)c2)CC1
2S+1 = 1

```
48
Properties=species:S:1:pos:R:3:lowdin_charge:R:1
C -1.805 -2.957 1.396 -0.105
S -1.417 -1.393 0.581 0.627
O -0.505 -1.671 -0.489 -0.298
O -1.032 -0.448 1.587 -0.269
N -2.914 -1.025 -0.087 -0.240
C -2.923 -0.655 -1.487 -0.161
C -2.894 0.884 -1.637 -0.121
N -2.434 1.525 -0.431 -0.096
C -1.108 1.838 -0.215 -0.234
C -0.794 2.808 0.763 -0.018
C 0.499 3.192 0.951 0.011
C 1.553 2.623 0.219 -0.104
N 2.853 3.044 0.539 -0.345
O 3.008 3.782 1.500 0.057
O 3.804 2.657 -0.148 0.039
C 1.266 1.620 -0.748 -0.178
N 2.250 1.010 -1.456 0.060
C 2.234 -0.389 -1.826 -0.129
C 2.899 -1.224 -0.759 -0.178
C 2.444 -1.181 0.555 -0.019
C 3.086 -1.949 1.511 -0.049
C 4.161 -2.732 1.116 -0.157
N 4.599 -2.782 -0.130 0.057
C 3.986 -2.044 -1.037 -0.109
C -0.080 1.300 -0.969 0.025
C -3.316 1.300 0.691 -0.133
C -3.757 -0.187 0.734 -0.161
H -0.892 -3.333 1.839 0.068
H -2.170 -3.635 0.637 0.066
H -2.551 -2.779 2.158 0.060
H -3.821 -1.075 -1.952 0.124
H -2.045 -1.123 -1.930 0.104
H -2.269 1.189 -2.475 0.127
H -3.911 1.252 -1.819 0.126
H -1.580 3.276 1.332 0.111
H 0.750 3.953 1.673 0.120
H 3.181 1.361 -1.230 0.109
H 2.763 -0.502 -2.777 0.124
H 1.209 -0.744 -1.940 0.099
H 1.595 -0.567 0.821 0.099
H 2.761 -1.936 2.540 0.102
H 4.700 -3.346 1.825 0.101
H 4.383 -2.117 -2.042 0.111
H -0.301 0.563 -1.722 0.099
H -2.781 1.537 1.608 0.109
H -4.199 1.946 0.606 0.126
H -4.783 -0.303 0.372 0.128
H -3.701 -0.563 1.754 0.115
```

***

Calculated values (Eh) of energy for the records, taken in order: -1696.29955; -2170.74179; -1482.66016; -1633.22722.
Calculated values (kJ/mol) of energy above the lowest of the compared OMol25 structures with the same formula, charge and spin for the records, taken in order: 12.1; 1.3; 705.3; 113.5.
Calculated values (g/mol) of M for the records, taken in order: 347.5; 620.6; 359.5; 391.5.